# 1
{"formula": "C21H20MnN5S", "method": "ωB97M-V/def2-TZVPD", "e_homo_ev": [-10.328, -10.048], "relative_energy_ev": 0.654, "gap_ev": [6.11, 5.80], "total_charge": 1, "multiplicity": 2, "symbols": ["H", "C", "N", "H", "H", "H", "H", "Mn", "C", "H", "C", "C", "C", "C", "C", "H", "C", "H", "N", "N", "C", "S", "H", "H", "H", "H", "C", "H", "C", "H", "H", "C", "C", "C", "C", "H", "C", "N", "C", "N", "H", "C", "H", "H", "C", "C", "C", "H"], "positions_angstrom": [[0.8751, 3.0545, 3.1303], [-2.2046, -2.2331, -0.4468], [-0.0915, 2.5591, -0.3664], [-5.3887, -2.2769, -1.5671], [2.2634, -2.6409, -2.8283], [3.6217, -4.4675, -3.7893], [1.0688, 3.8368, 1.5701], [0.1416, -0.3275, -0.2969], [1.1013, -1.9049, 2.1351], [-4.2763, -3.3127, -3.5049], [0.2129, -5.2569, -2.1639], [-0.7362, 2.3379, -1.5193], [2.2177, -5.9950, -3.2624], [-1.5683, -2.8431, -1.5385], [0.9860, 1.6556, 1.5312], [2.6999, -0.9513, 4.9466], [-4.3220, -2.4431, -1.5532], [-1.6143, -1.9559, 0.4492], [0.8630, -0.7251, 1.5453], [0.4956, -1.8394, -1.0795], [0.9901, -6.2750, -2.6804], [-1.0031, 0.7234, -2.0239], [2.4300, 3.0117, 2.2979], [0.7478, -2.7775, 1.5958], [-1.8457, -3.6964, -3.4854], [2.3013, 1.2449, 3.9062], [-3.5770, -2.0634, -0.4454], [-0.8952, 4.3189, -2.0522], [1.2867, 0.4317, 2.1840], [1.9051, -3.0147, 3.7700], [0.6371, -7.2929, -2.6281], [2.6731, -4.6858, -3.3244], [1.3510, 2.9663, 2.1559], [1.7452, -2.0394, 3.3438], [0.6715, -3.9382, -2.2118], [-0.7298, -5.4799, -1.6861], [1.9155, -3.6631, -2.7923], [0.3687, 1.5046, 0.3496], [-0.0853, -2.8540, -1.5897], [-1.1993, 3.3778, -2.2411], [2.8174, -6.7969, -3.6640], [1.9629, 0.3428, 3.4229], [-1.5910, 3.1860, -3.1484], [-4.0685, -1.6356, 0.4158], [-2.3311, -3.2519, -2.6302], [2.1888, -0.8791, 3.9987], [-3.6979, -3.0320, -2.6382], [0.0349, 3.5042, -0.0100]]}



# 2
{"formula": "C34H64F2O17S5", "method": "ωB97M-V/def2-TZVPD", "e_homo_ev": -8.375, "gap_ev": 8.71, "symbols": ["H", "H", "S", "C", "H", "H", "C", "H", "H", "C", "H", "H", "H", "C", "H", "H", "C", "H", "C", "H", "C", "O", "O", "C", "H", "H", "C", "H", "H", "H", "H", "H", "H", "C", "O", "C", "H", "H", "H", "C", "C", "O", "C", "C", "H", "H", "C", "S", "H", "C", "H", "C", "H", "C", "O", "H", "H", "H", "O", "H", "C", "C", "S", "O", "H", "F", "H", "O", "H", "H", "H", "C", "H", "H", "C", "H", "C", "H", "H", "C", "C", "H", "H", "C", "H", "S", "H", "O", "H", "O", "S", "H", "H", "H", "O", "H", "H", "C", "O", "H", "O", "H", "C", "H", "O", "F", "C", "O", "C", "O", "H", "H", "H", "H", "H", "H", "O", "C", "C", "H", "C", "H"], "positions_angstrom": [[-2.3328, -5.1323, 2.2690], [-3.9876, 3.2688, 2.4954], [4.3049, -2.0251, -3.8766], [1.0429, 1.3479, -0.6459], [1.1012, 2.1026, 0.1352], [2.4621, 2.8023, 6.1563], [5.6172, -1.8698, 1.6503], [-2.6844, -4.4151, -2.7945], [-8.3225, 3.7925, 1.9054], [-8.0437, 3.1971, 1.0393], [8.9466, 2.8705, -2.3008], [-7.2921, -1.8567, -0.7871], [-3.5670, 1.3150, -0.9734], [-3.0823, 3.5205, 3.0432], [4.1264, -2.3794, -0.4644], [5.9605, -3.1988, -5.0701], [-7.0455, -2.9155, -0.7182], [-7.9321, -3.5255, -0.8444], [-2.3229, -0.2216, 4.4024], [-2.5065, 2.6635, 3.3834], [-3.3492, -1.6829, 2.7860], [6.0325, -1.0192, 0.9049], [-6.6365, 2.9955, 1.1268], [5.1791, 2.3065, -2.3506], [5.5819, 0.2345, -2.2553], [4.3650, -3.7331, -5.5533], [-2.8542, -3.3410, -2.7349], [2.9264, -1.1199, -5.7112], [-0.7958, 2.7097, 1.2133], [1.3195, 3.0213, 2.5658], [-1.2484, 3.9808, -0.0204], [4.9464, 4.4166, -2.2863], [-1.6752, 0.1091, -4.8265], [-1.5233, 3.4456, 0.8920], [3.4391, -2.9526, -3.1116], [-2.5000, -0.6137, 3.0792], [3.3967, 1.6224, 5.2299], [8.0490, 0.5847, -2.1707], [-2.3654, -2.9056, -1.8628], [3.2527, -0.8095, -4.7233], [0.7710, 4.0131, -3.6446], [-0.8771, 5.0170, 2.9247], [7.5395, -1.7836, 2.9969], [-2.5342, -5.2415, 1.2086], [-2.1363, -0.0727, 2.2159], [2.8041, 3.1885, 3.4021], [1.7242, 3.1345, 3.5702], [-0.9606, -5.0739, 0.3458], [-6.5916, -3.0875, 0.2581], [5.6638, 3.6037, -2.3255], [-3.6029, -1.8977, 1.7526], [6.0252, 1.2255, -2.2605], [3.8574, 0.0948, -4.8016], [-4.8605, -3.0991, -1.5629], [-0.1177, -6.2174, 0.7554], [7.7924, -2.1173, 3.9962], [0.7828, 5.0256, -3.2460], [5.0904, -2.2158, -6.2149], [0.2050, 1.4434, -3.9204], [1.7863, -1.2925, -1.8903], [-3.9954, -2.3430, 3.8141], [7.8704, 2.7327, -2.3101], [-2.0557, 4.6606, 2.0995], [-6.1473, -3.2817, -1.7708], [-2.2212, 0.0836, -3.1247], [3.8273, 2.1260, -2.2871], [-4.1616, -2.5718, 5.9497], [-4.8400, 2.0133, 0.4865], [1.4291, 3.3996, -3.0302], [7.5110, -0.6987, 2.9153], [-2.8144, -6.2830, 1.0006], [7.3901, 1.4395, -2.1982], [0.5577, -3.3770, 0.7426], [0.2780, -0.6475, -2.4155], [-0.6950, 2.2382, -3.8781], [-3.3666, -4.7002, 0.7674], [0.7556, -1.1304, -1.5562], [2.3493, 1.0054, 6.5073], [-2.9422, -0.5211, 6.4276], [-2.3156, 0.5880, -4.0906], [-6.1457, 2.0836, 0.2946], [-8.5855, 2.2544, 1.1396], [2.6766, -2.5211, 0.5181], [-0.3432, -3.6597, 1.2843], [0.2947, 1.5931, -1.3937], [0.5469, -0.2605, -0.0155], [-3.3690, 0.6771, 0.6361], [1.5215, 0.5474, 3.6116], [3.5130, -0.9706, 0.4861], [4.4603, -2.4893, 1.5499], [1.1889, 1.7018, 4.4864], [-4.7419, 0.0691, -0.3085], [2.0661, 1.2044, -0.9993], [1.1680, 4.0791, -4.6594], [-1.9909, 1.9632, -3.9355], [0.0202, -4.0489, 2.2397], [-1.1249, -2.9273, 1.4504], [-4.1118, 0.9236, -0.1171], [6.2837, -2.3683, 2.6952], [-2.4061, -2.8973, -3.6219], [-0.9277, -0.1886, 0.2095], [0.3231, -2.1184, -1.3856], [2.4556, 1.7866, 5.7638], [8.2941, -2.1461, 2.2940], [-4.2374, -3.0613, -2.7315], [-4.6853, -3.4715, 3.5463], [-3.8428, -1.9514, 5.1216], [-6.7767, 1.4925, -0.5371], [7.0249, 3.8227, -2.3173], [-0.5587, 3.5346, -3.6261], [2.4321, -0.6344, -4.0324], [-2.4494, 2.9470, 0.5823], [-8.3430, 3.6844, 0.1152], [1.3435, 4.0352, 4.0469], [7.4379, 4.8199, -2.3195], [-1.6532, 0.6134, 4.5748], [-4.3286, -2.9773, -0.4876], [4.9613, -2.8457, -5.3371], [-3.0448, -0.8394, 5.3976], [-3.3991, 4.1082, 3.9088], [3.6517, -2.0499, 0.4604], [-3.3560, 0.5156, -4.3922]]}



# 3
{"formula": "C22H26O5S2", "method": "ωB97M-V/def2-TZVPD", "e_homo_ev": -8.631, "gap_ev": 8.50, "symbols": ["C", "H", "C", "H", "C", "H", "H", "C", "H", "C", "H", "O", "H", "H", "H", "C", "H", "C", "H", "C", "O", "H", "H", "O", "C", "H", "C", "O", "H", "H", "H", "C", "C", "C", "H", "C", "H", "S", "H", "H", "H", "H", "C", "H", "S", "O", "C", "C", "C", "C", "H", "H", "C", "C", "C"], "positions_angstrom": [[-1.4049, -1.8869, 0.3535], [2.2376, -5.7814, 0.8026], [-0.7024, 2.7444, -6.0807], [4.0498, -2.0431, 2.9043], [-1.0076, 0.7939, 3.6258], [3.8790, -0.2707, 2.9292], [-2.3443, 3.3171, 2.4808], [3.0990, 0.2839, 0.2652], [0.7422, 2.2633, -1.5269], [-0.2795, 3.5786, 2.2648], [4.1216, 0.2593, -0.1141], [0.3895, 1.8392, -0.7387], [2.3948, 0.3951, -0.5547], [-1.2785, 2.5685, -6.9889], [0.1676, 3.3552, -6.3120], [1.5052, -4.9918, 0.7017], [-0.3852, 1.7997, -5.6389], [-0.3880, -2.9796, 0.4193], [-3.6734, 2.7231, -3.9553], [-1.4484, 0.5130, 1.2519], [-2.2763, -1.8694, -0.4887], [-0.6353, -1.0083, 4.7724], [-1.1455, 3.1464, -0.1606], [-0.9415, 3.7079, -3.6292], [-0.0621, -3.4795, 1.6787], [-0.2005, 4.5353, 2.7714], [-1.2823, 1.3347, 2.3766], [3.0576, -2.3552, 0.1319], [1.6701, -4.9203, -1.4212], [-2.4859, 1.4534, -4.3488], [0.5610, 3.2859, 1.6423], [-0.9686, -1.3884, 2.7046], [-0.9945, 2.1999, -0.6751], [-0.7624, -2.8648, 2.8406], [-0.0132, -3.1085, -1.6870], [-1.2754, -0.8636, 1.4477], [5.0189, -1.0496, 1.7861], [-1.7106, 3.6493, -4.9019], [2.9668, 1.1061, 0.9681], [1.1108, -4.8181, 2.8382], [-1.6787, 0.2285, -0.8192], [-2.8709, 1.3062, -0.1768], [-2.9578, 2.3728, -4.6962], [-0.9103, 1.4409, 4.4881], [2.7333, -1.2672, 1.0877], [-1.1499, -3.4975, 3.7990], [-0.8527, -0.5677, 3.8094], [-1.8098, 1.0477, -0.1181], [0.8878, -4.4804, 1.8349], [4.0598, -1.1397, 2.2972], [-3.4659, 2.2072, -5.6460], [-1.3238, 2.3469, -1.7046], [1.1760, -4.5055, -0.5529], [0.2381, -3.4936, -0.7078], [-1.3804, 2.8275, 2.3704]]}



# 4
{"formula": "C10H19P", "method": "ωB97M-V/def2-TZVPD", "e_homo_ev": [-6.465, -8.935], "relative_energy_ev": 1.398, "gap_ev": [7.45, 7.86], "multiplicity": 3, "symbols": ["H", "H", "H", "H", "H", "H", "H", "H", "C", "H", "H", "C", "H", "H", "C", "C", "H", "C", "H", "H", "H", "C", "H", "C", "P", "C", "C", "C", "H", "H"], "positions_angstrom": [[-0.4633, -2.0429, -4.2235], [-1.4672, 0.4642, 0.5850], [-2.3009, -0.7209, -2.4444], [0.3980, -2.3515, 3.4047], [-0.8618, 3.5599, -0.6573], [0.7327, -1.1585, -0.5145], [0.6632, -1.0442, -3.4218], [0.3903, -3.2834, 1.2848], [-0.1241, -1.6739, 2.6977], [-1.1507, 3.2583, -2.3293], [1.4963, 0.7521, 1.1398], [1.5141, 2.0296, -1.0962], [-1.1839, -1.6110, 3.1206], [2.1676, -1.2093, 0.6400], [0.6765, 0.0656, 1.2367], [-0.4239, -1.3124, -3.4633], [-0.1877, 0.3763, 3.1881], [-1.1593, 2.7486, -1.3651], [-2.2297, 2.4245, -1.3157], [1.7103, 2.4738, -2.0700], [-0.9214, -2.0821, 0.6401], [0.5001, -0.2982, 2.7382], [2.1789, 1.1275, -1.0563], [-1.3207, -0.7158, -2.6849], [-0.0270, 1.3093, -1.0437], [0.9932, -1.2522, 0.5551], [-0.4905, 0.8543, 0.6963], [0.0159, -2.1926, 1.2682], [-0.5158, 1.7436, 1.2419], [1.3906, -0.2388, 3.2488]]}



# 5
{"formula": "C11H12NO2", "method": "ωB97M-V/def2-TZVPD", "e_homo_ev": [3.332, -2.189], "relative_energy_ev": 3.422, "gap_ev": [2.39, 7.83], "total_charge": -2, "multiplicity": 2, "symbols": ["O", "C", "C", "C", "C", "H", "N", "H", "H", "O", "C", "H", "H", "H", "C", "C", "C", "C", "H", "H", "C", "H", "H", "C", "H", "H"], "positions_angstrom": [[-4.3638, 1.6693, 0.6476], [1.2676, -1.2403, -0.5945], [2.7998, 0.7998, -0.6428], [1.5290, 0.1334, -0.8542], [-0.7831, -0.4237, -0.8776], [2.5857, -2.9728, 0.1642], [0.2018, 0.7011, -1.1363], [4.8038, 0.8125, 0.3134], [-1.8634, -0.1878, -0.7820], [-2.4904, 0.6021, 1.1863], [-3.1705, 1.6295, 1.0550], [-1.4132, 2.4067, 1.7933], [-2.2637, 3.5292, 0.4541], [-1.9613, -2.9163, -0.1261], [-0.8344, -2.7845, -0.1722], [-2.3204, 2.8806, 1.4161], [2.4612, -1.9157, -0.2167], [-0.2023, -1.5901, -0.6697], [4.3902, -1.9279, 0.6750], [-0.3580, -3.0374, 0.8848], [3.8977, 0.1310, -0.1536], [-0.9195, -3.6861, -0.8337], [-2.5286, 3.5820, 2.4066], [3.7039, -1.3309, 0.0313], [-0.0222, 1.6574, -1.2552], [2.8805, 1.9264, -0.3382]]}



# 6
{"formula": "C3H4ClFO", "method": "ωB97M-V/def2-TZVPD", "e_homo_ev": -9.919, "relative_energy_ev": 4.372, "gap_ev": 9.93, "symbols": ["O", "C", "C", "C", "H", "H", "H", "F", "H", "Cl"], "positions_angstrom": [[-0.5010, 2.1802, 1.1488], [0.5122, 0.1628, 0.3147], [0.2129, -0.9768, -0.3514], [-0.6222, 1.1827, 0.2080], [-1.6653, 1.1028, -0.8942], [1.5426, 0.6601, 0.0832], [0.3836, -0.4796, 1.3354], [-0.7677, -1.4970, 0.4380], [1.1595, -1.6535, -0.3501], [-0.2545, -0.6816, -1.9323]]}



no.,maximum force (Eh/bohr),molecular weight (g mol⁻¹)
1,0.061,429.43
2,0.031,943.20
3,0.022,434.58
4,0.093,170.24
5,0.091,190.22
6,0.178,110.52